19
Properties=species:S:1:pos:R:3:forces:R:3 method="wB97M-V/def2-TZVPD" lumo_energy_ev="3.784 / 3.593" total_charge=-1 homo_ev="1.04 / -5.53" s2=0.751 orbital_gap_ev="2.74 / 9.12" multiplicity=2
N 1.557 0.083 -1.315 -0.83 1.78 -0.99
C 0.675 1.070 -1.151 -1.72 0.43 3.62
N -0.138 0.949 -0.087 3.56 -1.79 -2.97
H 1.567 -0.664 -0.739 -0.47 -2.56 2.71
H 2.232 0.012 -1.976 1.96 0.50 -2.54
H 0.737 1.993 -1.780 -0.06 -1.16 0.33
H -0.661 1.746 -0.079 -2.18 2.81 0.32
H -3.228 -0.627 -0.001 1.22 -1.07 -0.24
H -2.044 -1.741 -0.300 0.30 0.29 0.99
O -2.820 -1.286 -0.624 -1.36 0.89 -0.75
H 1.579 -1.374 1.933 -3.57 1.40 1.92
H 3.010 -1.300 1.924 -0.67 -0.68 -0.90
O 2.251 -1.720 1.439 4.16 -0.68 -1.10
H -0.080 0.337 2.927 0.70 -0.65 1.06
H 0.256 1.297 3.957 0.26 0.41 0.62
O 0.392 0.353 3.820 -0.96 0.16 -1.80
H -1.625 0.382 -3.388 -0.28 -1.64 -1.80
H -1.658 0.244 -1.775 0.11 2.12 -3.07
O -1.580 0.908 -2.632 -0.19 -0.56 4.59

26
Properties=species:S:1:pos:R:3:forces:R:3 method="wB97M-V/def2-TZVPD" lumo_energy_ev=0.107 total_charge=0 homo_ev=-9.24 orbital_gap_ev=9.34 multiplicity=1
C -0.455 -2.543 -1.378 -2.52 -2.59 -0.05
C -1.675 -1.612 -1.482 1.77 1.35 -0.90
C 0.017 -2.358 0.099 2.17 1.79 -4.52
C -1.192 -0.170 -1.381 -1.21 3.75 -0.36
C 0.535 -0.948 0.082 -0.66 1.77 4.82
C -0.577 0.098 -0.028 0.16 -0.97 1.16
N 0.014 1.646 2.561 0.27 -0.21 -2.26
N 0.661 3.669 0.729 0.28 -0.91 0.25
O 3.024 1.755 0.921 -3.29 0.71 -0.95
O 0.052 1.403 -0.097 0.39 -0.34 -0.27
P 0.619 2.064 1.177 2.10 0.81 1.92
H -0.702 -3.715 -1.471 0.11 2.61 -0.19
H 0.178 -2.283 -2.281 0.10 -0.31 1.66
H -2.245 -1.595 -2.351 -0.72 -0.77 -2.02
H -2.394 -1.653 -0.740 -1.28 -0.97 1.97
H -0.718 -2.412 0.793 -2.63 -0.63 1.82
H 0.699 -3.129 0.206 1.84 -1.03 1.03
H -0.387 0.166 -2.126 -0.99 -0.88 0.82
H -2.027 0.668 -1.542 1.26 -2.05 0.11
H 1.026 -0.539 1.015 0.22 -1.31 -0.65
H 1.105 -0.653 -0.698 2.52 0.05 -2.54
H -1.106 0.169 0.988 -0.40 -0.62 -1.92
H 0.134 2.310 3.304 0.31 0.17 0.34
H 1.620 3.895 0.513 0.31 0.45 -0.09
H 0.275 4.222 1.481 0.17 0.31 0.03
H 3.517 1.543 1.709 -0.29 -0.15 0.79

11
Properties=species:S:1:pos:R:3:forces:R:3 method="wB97M-V/def2-TZVPD" lumo_energy_ev="-6.260 / -10.098" total_charge=+1 homo_ev="-15.02 / -13.79" s2=0.763 orbital_gap_ev="8.76 / 3.69" multiplicity=2
C 2.097 0.205 0.058 2.04 -1.39 -0.18
N 2.048 -0.958 -0.443 -1.72 2.54 0.38
H 2.670 0.317 0.981 -0.03 0.04 0.34
H 1.893 1.160 -0.450 -0.64 -0.30 -0.28
H 1.246 -1.185 -1.056 0.34 -0.83 -0.51
C -2.121 -0.053 -0.266 0.02 0.73 -2.07
N -1.238 0.111 0.727 0.23 -0.25 0.64
O -1.697 -0.185 -1.416 -0.11 -0.64 0.73
H -3.206 0.010 -0.112 0.22 0.02 0.49
H -0.298 -0.098 0.431 -0.14 0.33 0.32
H -1.394 0.676 1.545 -0.21 -0.27 0.13

The following energy above the lowest of the compared OMol25 structures with the same formula, charge and spin values (in kcal/mol) correspond, in order, to the records above: 40.0 66.6 61.8.